The following is a quantum chemistry calculation of a structure of composition C12H17InNO3S2 in a non-equilibrium geometry, from the OMol25 dataset.

ΔE to the lowest compared entry with this formula, charge and spin = 0.926 eV
DFT total energy = -1733.1150 a.u.
highest occupied orbital energy = -18.078 eV
LUMO = -16.27 eV
charge = +3

Atoms and positions in Å:
1 C 4.342 -0.718 1.652
2 C 3.386 -1.433 0.717
3 N 2.832 -0.641 -0.402
4 C 3.893 0.012 -1.209
5 C 4.271 1.464 -0.801
6 C 1.679 0.071 -0.091
7 S 1.425 0.700 1.363
8 S 0.316 0.111 -1.293
9 C -1.126 0.087 -0.166
10 C -2.310 -0.620 -0.825
11 C -3.355 -0.978 0.253
12 C -4.575 -0.113 0.259
13 C -5.592 -0.248 1.093
14 C -6.587 0.834 0.752
15 O -7.637 1.044 1.300
16 O -6.073 1.585 -0.269
17 C -4.859 1.050 -0.627
18 O -4.204 1.537 -1.513
19 H 3.812 -0.018 2.305
20 H 4.789 -1.466 2.294
21 H 5.171 -0.241 1.151
22 H 3.935 -2.249 0.249
23 H 2.553 -1.868 1.251
24 H 4.771 -0.610 -1.149
25 H 3.555 0.003 -2.242
26 H 4.003 2.172 -1.573
27 H 5.351 1.504 -0.757
28 H 3.916 1.759 0.175
29 H -1.347 1.100 0.137
30 H -0.811 -0.455 0.731
31 H -1.958 -1.531 -1.291
32 H -2.700 0.024 -1.598
33 H -2.908 -0.832 1.236
34 H -3.603 -2.027 0.221
35 H -5.734 -0.942 1.897
36 In 1.379 1.933 -3.231

These are the Mulliken partial charges, in e, on atoms 1 to 5:
1. C -0.800
2. C -0.760
3. N 0.337
4. C -0.746
5. C -0.957